The following is a quantum chemistry calculation of C6H10O in the gas phase, from the Open Molecules 2025 dataset.

gap between HOMO and LUMO = 10.515 eV
lowest unoccupied orbital energy = 1.1 eV
charge = 0
SMILES string = C[C@H]1C[C@H]2OC[C@@H]12
energy relative to the best compared isomer or geometry (same formula, charge and spin) = 1.5240 eV

Last columns: bonded neighbours and bond lengths (Å).
Geometry (Å):
1 C -0.900 1.125 1.162  C2 1.519, H8 1.096, H9 1.094, H10 1.096
2 C -0.944 0.002 0.140  C1 1.519, C3 1.556, C7 1.555, H11 1.095
3 C -0.535 0.364 -1.317  C2 1.556, C4 1.540, H12 1.095, H13 1.095
4 C 0.569 -0.709 -1.262  C3 1.540, O5 1.438, C7 1.542, H14 1.096
5 O 1.838 -0.193 -0.826  C4 1.438, C6 1.444
6 C 1.549 -0.499 0.555  O5 1.444, C7 1.536, H15 1.099, H16 1.094
7 C 0.176 -1.077 0.183  C2 1.555, C4 1.542, C6 1.536, H17 1.093
8 H -0.991 0.742 2.186  C1 1.096
9 H -1.716 1.833 0.984  C1 1.094
10 H 0.036 1.691 1.097  C1 1.096
11 H -1.927 -0.478 0.165  C2 1.095
12 H -1.323 0.185 -2.056  C3 1.095
13 H -0.136 1.373 -1.463  C3 1.095
14 H 0.652 -1.407 -2.104  C4 1.096
15 H 1.517 0.385 1.208  C6 1.099
16 H 2.306 -1.146 1.009  C6 1.094
17 H -0.094 -2.088 0.497  C7 1.093